{
  "formula": "C11H10BiF9NO",
  "method": "ωB97M-V/def2-TZVPD",
  "de_lowest_kcal_mol": 0.4,
  "total_charge": -1,
  "fmax_ev_per_a": 3.9,
  "mol_weight_g_mol": 552.17,
  "orbital_gap_ev": [6.71, 6.71],
  "symbols": ["C", "C", "C", "C", "C", "Bi", "N", "C", "C", "H", "H", "H", "H", "H", "H", "H", "H", "H", "H", "F", "C", "F", "F", "C", "O", "C", "F", "F", "F", "C", "F", "F", "F"],
  "xyz": [[-0.84687, 1.22896, -2.12946], [0.54348, 1.04344, -2.41128], [1.29355, 1.81690, -1.46106], [0.35691, 2.45951, -0.58531], [-0.96160, 2.08593, -0.99560], [-0.25727, -0.40111, 0.23769], [-2.20629, -0.89253, 0.11486], [0.11585, -2.79470, -0.15578], [1.12992, -2.30959, -0.95815], [2.37811, 1.95348, -1.45968], [0.95620, 0.48110, -3.25581], [0.60366, 3.13443, 0.23914], [-1.90276, 2.42407, -0.53503], [-1.68214, 0.76374, -2.68074], [0.99425, -2.15875, -2.03972], [-0.88381, -3.03898, -0.55854], [-2.66585, -1.05731, 1.04445], [2.16180, -2.17642, -0.61370], [0.21072, -2.97751, 0.92865], [-1.31662, 2.02507, 3.48579], [-1.27932, 0.77492, 4.01626], [-1.48094, 0.87242, 5.34992], [-2.35610, 0.11684, 3.47592], [0.07090, 0.03655, 3.66518], [0.24321, 0.17804, 2.29546], [1.37747, 0.79830, 4.12353], [1.55228, 0.90197, 5.45657], [2.47956, 0.17295, 3.60687], [1.38108, 2.06490, 3.60609], [0.02090, -1.50118, 4.03384], [-0.01860, -1.71502, 5.36428], [-1.07789, -2.10910, 3.47867], [1.09509, -2.16902, 3.52888]],
  "forces_ev_per_a": [[0.2597, -0.3235, 0.1051], [0.0409, 0.7247, 0.6035], [-0.9890, 0.1707, -0.2688], [0.1730, -0.3937, -0.7949], [0.3510, 0.1600, -0.0444], [-1.3301, 3.6609, -0.6022], [-0.3456, -0.6651, 1.1920], [1.0497, -1.6300, -1.5202], [-0.6558, -2.2030, 0.4148], [-0.4046, -0.1612, 0.1119], [-0.1587, 0.1874, 0.3791], [-0.0958, -0.3331, -0.2983], [0.6076, -0.2889, -0.2701], [0.5583, 0.3305, 0.4428], [-0.1787, -0.0039, 0.6505], [0.7629, 0.3108, 0.2118], [0.5270, 0.1915, -0.8902], [-0.5929, 0.2979, 0.1784], [0.2792, 0.0303, -0.6085], [0.2315, -1.1176, 0.7192], [-0.5298, 0.1106, -0.4657], [-0.0144, 0.0229, -0.4063], [1.1920, 0.5966, 0.7489], [0.2984, 0.5167, -2.5635], [-0.4466, -0.7592, 1.7211], [0.3259, 0.3199, -0.3737], [-0.0429, -0.0638, -0.3021], [-1.0195, 0.4867, 0.7806], [-0.0625, -1.2961, 0.8420], [-0.2313, -0.1616, -0.4058], [0.0397, -0.0042, -0.4479], [1.1267, 0.6660, 0.6411], [-0.7251, 0.6208, 0.5196]],
  "mulliken_charge": [-0.483, -0.541, -0.409, -0.625, -0.665, 1.323, -0.907, -0.652, -0.539, 0.383, 0.499, 0.430, 0.370, 0.354, 0.221, 0.361, 0.172, 0.281, 0.343, -0.232, 0.490, -0.274, -0.234, 0.692, -0.940, 0.572, -0.280, -0.236, -0.217, 0.485, -0.275, -0.221, -0.248]
}